No. 1
{"formula": "C37H27BrN7O8Re", "method": "ωB97M-V/def2-TZVPD", "elements": ["Re", "O", "C", "C", "C", "C", "C", "C", "C", "O", "N", "N", "C", "C", "C", "C", "C", "C", "N", "H", "H", "H", "H", "H", "H", "H", "H", "H", "H", "N", "C", "C", "C", "C", "C", "N", "C", "C", "C", "C", "C", "N", "H", "H", "H", "H", "H", "H", "H", "H", "H", "Br", "C", "C", "C", "C", "C", "C", "C", "O", "O", "H", "H", "H", "H", "O", "C", "O", "C", "C", "C", "C", "C", "C", "N", "O", "O", "H", "H", "H", "H"], "xyz": [[-0.3552, -0.1986, 0.3111], [0.8066, 2.7778, -4.2096], [-0.3347, 2.1393, -4.5010], [-0.9257, 2.4243, -5.7335], [-2.0904, 1.7941, -6.1096], [-2.7113, 0.8675, -5.2684], [-2.1482, 0.5933, -4.0462], [-0.9560, 1.2147, -3.6409], [-0.3990, 0.8893, -2.3370], [-1.0998, 0.1219, -1.5438], [0.7630, 1.3658, -1.9654], [1.0382, 0.9450, -0.6963], [2.0334, 1.4607, -0.0751], [2.1956, 1.0420, 1.2981], [3.3504, 1.2687, 2.0241], [3.4636, 0.7251, 3.2918], [2.4249, -0.0501, 3.7799], [1.2926, -0.2167, 3.0057], [1.1499, 0.3523, 1.8041], [1.1323, 2.4736, -3.3420], [-0.4366, 3.1429, -6.3765], [-2.5285, 2.0245, -7.0722], [-3.6282, 0.3815, -5.5705], [-2.6174, -0.1092, -3.3710], [2.6935, 2.1626, -0.5677], [4.1506, 1.8440, 1.5801], [4.3572, 0.8826, 3.8800], [2.4835, -0.5364, 4.7426], [0.4740, -0.8270, 3.3564], [-2.8049, -2.4340, 1.4688], [-2.6273, -1.3575, 2.3029], [-3.5190, -1.2704, 3.3814], [-3.4115, -0.2375, 4.2727], [-2.4102, 0.7095, 4.0697], [-1.5874, 0.5702, 2.9872], [-1.6599, -0.4618, 2.0975], [-2.2584, -2.7803, 0.2554], [-2.6902, -4.0036, -0.2776], [-2.1996, -4.4351, -1.4793], [-1.2615, -3.6423, -2.1360], [-0.8848, -2.4629, -1.5587], [-1.3854, -2.0026, -0.3786], [-3.5152, -3.0734, 1.7828], [-4.2915, -2.0206, 3.4829], [-4.0960, -0.1596, 5.1064], [-2.2761, 1.5530, 4.7299], [-0.8269, 1.3111, 2.7966], [-3.4075, -4.5913, 0.2792], [-2.5273, -5.3771, -1.8974], [-0.8164, -3.9349, -3.0748], [-0.1261, -1.8559, -2.0206], [-3.9857, 4.0132, -3.3597], [-2.7705, 4.4820, -1.9885], [-2.3716, 5.8022, -1.8514], [-1.4707, 6.1399, -0.8501], [-0.9687, 5.1655, -0.0037], [-1.3787, 3.8453, -0.1542], [-2.2895, 3.4968, -1.1455], [-0.7825, 2.7985, 0.7249], [0.1014, 3.0428, 1.5285], [-1.2885, 1.5913, 0.5576], [-2.7600, 6.5565, -2.5215], [-1.1592, 7.1697, -0.7385], [-0.2572, 5.4095, 0.7729], [-2.6129, 2.4710, -1.2549], [2.0981, -1.6232, -1.3843], [1.9990, -1.9959, -0.2288], [0.9448, -1.8089, 0.5263], [3.1056, -2.7396, 0.4565], [4.2231, -3.1407, -0.2690], [5.2832, -3.7680, 0.3687], [5.2491, -3.9798, 1.7401], [4.1342, -3.5555, 2.4397], [3.0542, -2.9571, 1.8245], [4.0962, -3.7198, 3.9055], [3.1969, -3.1584, 4.5084], [4.9571, -4.3946, 4.4215], [4.2480, -2.9469, -1.3331], [6.1477, -4.0828, -0.1992], [6.0661, -4.4524, 2.2653], [2.1958, -2.6594, 2.4042]], "lumo_ev": [-3.83, -3.95], "total_charge": 1, "multiplicity": 2, "e_homo_ev": [-10.6, -10.6], "e_above_lowest_kj_mol": 74.1, "homo_lumo_gap_ev": [6.78, 6.65]}

***

No. 2
{"formula": "C37H27F3GeN4O12S2Sc", "method": "ωB97M-V/def2-TZVPD", "elements": ["Sc", "O", "C", "C", "C", "N", "C", "C", "C", "O", "O", "C", "O", "O", "H", "H", "H", "C", "Ge", "C", "C", "C", "C", "C", "C", "C", "C", "C", "C", "C", "C", "C", "C", "C", "C", "H", "H", "H", "H", "H", "H", "H", "H", "H", "H", "H", "H", "H", "H", "H", "C", "C", "C", "C", "N", "C", "S", "N", "H", "H", "H", "H", "H", "O", "C", "O", "C", "C", "C", "C", "C", "C", "N", "O", "O", "H", "H", "H", "H", "F", "C", "F", "F", "S", "O", "O", "O"], "xyz": [[-0.7402, 2.3037, 0.3058], [3.5815, 5.2055, 3.7925], [2.7435, 4.4204, 3.0534], [3.1122, 3.9488, 1.7985], [2.2006, 3.1818, 1.1015], [1.0039, 2.9215, 1.6031], [0.6809, 3.2949, 2.8347], [1.5189, 4.0672, 3.6093], [-0.6687, 2.7363, 3.2795], [-0.9856, 2.7988, 4.4571], [-1.3087, 2.1838, 2.3166], [2.5103, 2.4280, -0.1876], [3.6362, 2.5444, -0.6692], [1.5648, 1.6632, -0.5576], [4.3715, 5.3764, 3.2677], [4.0835, 4.1391, 1.3573], [1.2296, 4.3650, 4.6064], [3.8272, -0.9600, -0.2466], [1.9354, -1.3043, -0.5529], [1.4303, -1.0338, -2.4439], [1.3291, -2.2049, -3.2051], [1.0146, -2.1651, -4.5565], [0.7815, -0.9467, -5.1783], [0.8887, 0.2237, -4.4439], [1.2231, 0.1825, -3.0955], [1.5204, -3.2114, -0.2442], [2.5415, -4.0768, 0.0468], [2.2985, -5.4357, 0.3512], [1.0209, -5.9113, 0.3869], [-0.0733, -5.0603, 0.0870], [-1.4080, -5.5296, 0.1329], [-2.4517, -4.6928, -0.1484], [-2.2164, -3.3484, -0.4997], [-0.9347, -2.8754, -0.5620], [0.1762, -3.7054, -0.2576], [4.4347, -1.6577, -0.8283], [4.0584, -1.0695, 0.8132], [4.0489, 0.0593, -0.5668], [1.4756, -3.1729, -2.7392], [0.9367, -3.0910, -5.1153], [0.5152, -0.9101, -6.2284], [0.7084, 1.1861, -4.9082], [1.3526, 1.1034, -2.5473], [3.5647, -3.7158, 0.0814], [3.1331, -6.0918, 0.5732], [0.8193, -6.9472, 0.6405], [-1.5844, -6.5666, 0.4004], [-3.4694, -5.0622, -0.0946], [-3.0347, -2.6607, -0.6801], [-0.7890, -1.8297, -0.8031], [2.0026, -4.1935, 3.8635], [0.8830, -3.3368, 3.3520], [-0.4463, -3.5763, 3.6695], [-1.3765, -2.6713, 3.1848], [-1.0455, -1.6601, 2.3969], [0.2450, -1.5444, 2.1037], [0.7047, -0.2240, 1.0115], [1.2309, -2.3042, 2.5864], [1.6299, -5.1208, 4.2990], [2.5722, -3.6488, 4.6190], [2.6779, -4.4275, 3.0411], [-0.7401, -4.4174, 4.2836], [-2.4307, -2.7667, 3.4266], [0.1696, 4.5815, -3.2940], [-0.3752, 3.7968, -2.5316], [-0.0836, 3.5858, -1.2908], [-1.5654, 2.9576, -2.9634], [-2.6398, 3.3948, -3.7280], [-3.8199, 2.6452, -3.7236], [-3.9983, 1.5446, -2.8966], [-2.9180, 1.1509, -2.1000], [-1.6939, 1.7661, -2.2907], [-2.9969, 0.3487, -0.9749], [-2.0191, 0.4804, -0.0874], [-3.9739, -0.4274, -0.7655], [-2.5790, 4.3404, -4.2510], [-4.6637, 2.9908, -4.3113], [-4.9561, 1.0554, -2.7901], [-0.8519, 1.3263, -1.7799], [-4.8960, 5.1316, 1.1250], [-3.6671, 5.0860, 1.6598], [-3.6625, 4.1700, 2.6166], [-3.4282, 6.2828, 2.2224], [-2.4056, 4.7421, 0.3606], [-1.1334, 4.7916, 1.0525], [-2.6809, 5.7164, -0.6475], [-2.6760, 3.3371, 0.0158]], "lumo_ev": [3.87, 3.87], "total_charge": -2, "multiplicity": 2, "e_homo_ev": [-1.3, -3.8], "e_above_lowest_kj_mol": 8.0, "homo_lumo_gap_ev": [5.22, 7.68]}

***

No. 3
{"formula": "C37H28Br2N2O4P2ReS2", "method": "ωB97M-V/def2-TZVPD", "elements": ["Re", "S", "P", "C", "P", "S", "C", "C", "C", "C", "C", "C", "C", "C", "C", "C", "C", "C", "C", "C", "C", "C", "C", "C", "C", "C", "C", "C", "C", "C", "H", "H", "H", "H", "H", "H", "H", "H", "H", "H", "H", "H", "H", "H", "H", "H", "H", "H", "H", "H", "O", "C", "O", "C", "O", "O", "Br", "C", "C", "C", "C", "N", "C", "H", "H", "H", "H", "Br", "C", "C", "C", "N", "C", "C", "H", "H", "H", "H"], "xyz": [[0.2657, 0.0862, -0.1784], [0.6285, 1.7788, 1.6942], [-1.3050, 2.1945, 1.2280], [-1.5925, 0.9163, 0.0644], [-3.1419, 0.0310, -0.0535], [-3.1966, -1.6130, 0.9956], [-4.5485, 1.1263, 0.3646], [-5.3714, 0.7985, 1.4365], [-6.5095, 1.5521, 1.6932], [-6.8359, 2.6250, 0.8758], [-6.0139, 2.9602, -0.1917], [-4.8758, 2.2104, -0.4483], [-3.3518, -0.2751, -1.8398], [-4.0997, -1.3712, -2.2542], [-4.2110, -1.6635, -3.6059], [-3.5741, -0.8667, -4.5474], [-2.8336, 0.2338, -4.1388], [-2.7243, 0.5288, -2.7863], [-2.4317, 2.2768, 2.6261], [-2.3806, 1.2405, 3.5574], [-3.2841, 1.2254, 4.6080], [-4.2329, 2.2336, 4.7206], [-4.2957, 3.2528, 3.7794], [-3.3953, 3.2788, 2.7259], [-1.2990, 3.8512, 0.4829], [-1.8549, 4.0904, -0.7676], [-1.7710, 5.3559, -1.3373], [-1.1227, 6.3774, -0.6607], [-0.5616, 6.1407, 0.5894], [-0.6456, 4.8811, 1.1601], [-5.1119, -0.0526, 2.0530], [-7.1548, 1.2853, 2.5219], [-7.7407, 3.1910, 1.0638], [-6.2756, 3.7900, -0.8373], [-4.2464, 2.4571, -1.2926], [-4.5662, -2.0042, -1.5097], [-4.7800, -2.5266, -3.9274], [-3.6491, -1.1081, -5.6009], [-2.3311, 0.8532, -4.8740], [-2.1352, 1.3778, -2.4555], [-1.6389, 0.4568, 3.4475], [-3.2483, 0.4279, 5.3386], [-4.9286, 2.2259, 5.5509], [-5.0456, 4.0285, 3.8673], [-3.4389, 4.0696, 1.9875], [-2.3424, 3.2842, -1.2974], [-2.2057, 5.5382, -2.3126], [-1.0325, 7.3554, -1.1177], [-0.0459, 6.9366, 1.1119], [-0.1932, 4.6831, 2.1251], [-0.7783, -3.7394, -1.3006], [-0.4799, -2.7015, -0.7723], [-0.3475, -1.5283, -1.3533], [-0.1209, -2.6433, 0.7593], [-0.0255, -3.6520, 1.4003], [0.1027, -1.4073, 1.1694], [2.1158, 5.0782, -2.5560], [1.4819, 3.3213, -2.8070], [1.3298, 2.7987, -4.0792], [0.8418, 1.5050, -4.1832], [0.5324, 0.7966, -3.0416], [0.7019, 1.3099, -1.8083], [1.1724, 2.5623, -1.6975], [1.5751, 3.3839, -4.9546], [0.6947, 1.0436, -5.1500], [0.1062, -0.2005, -3.0844], [1.2922, 2.9531, -0.6953], [6.1976, -3.3288, -0.1307], [4.6295, -2.2914, -0.1928], [3.8641, -2.2641, -1.3453], [2.7179, -1.4947, -1.3417], [2.3263, -0.7745, -0.2830], [3.0827, -0.8080, 0.8203], [4.2421, -1.5512, 0.9102], [4.1410, -2.8336, -2.2200], [2.0788, -1.4614, -2.2142], [2.7348, -0.2169, 1.6566], [4.8211, -1.5533, 1.8218]], "lumo_ev": [-1.32, -1.15], "multiplicity": 2, "e_homo_ev": [-7.6, -7.3], "e_above_lowest_kj_mol": 55.7, "homo_lumo_gap_ev": [6.27, 6.10]}

***

| no. | total energy (a.u.) |
| --- | --- |
| 1 | -5063.523868 |
| 2 | -6482.044088 |
| 3 | -8542.740152 |